[1]
C8H19NOPS | the ωB97M-V functional and the def2-TZVPD basis

Properties
Net charge ... +1
DFT total energy ... -1185.47890 a.u.
Orbital gap ... 0.3543 Ha
E_HOMO ... -12.08 eV
Energy relative to the best compared isomer or geometry (same formula, charge and spin) ... 170.75 kJ/mol

Atoms and positions in Å:
C 0.7484 -2.0886 -0.2883
C 2.3041 -0.3493 -0.9280
C 0.7504 -1.6143 1.1711
C 2.6180 -0.1696 0.5646
C 1.3405 -1.3807 -1.2566
C -2.6975 1.7667 -2.5114
C 1.3580 0.1290 2.6866
C -3.0527 1.1653 -1.1809
N 1.3096 -0.2736 1.2798
O -0.5539 1.2909 -0.1156
P -1.7343 0.1362 -0.4166
S -2.6005 -0.1906 1.4797
H 0.0449 -2.9111 -0.4326
H -2.6182 -1.4741 1.3299
H 2.0417 0.6656 -1.5673
H 3.2100 -0.6910 -1.4509
H -0.3183 -1.7038 1.6454
H 1.5095 -2.3313 1.7861
H 3.3327 -0.9941 0.7978
H 3.0708 0.7725 0.7413
H 1.2097 -1.6755 -2.2697
H -2.1377 2.7169 -2.6856
H -2.2286 1.0547 -3.2333
H -3.5525 2.0041 -3.0995
H 1.6887 -0.6535 3.3454
H 1.9502 1.0875 2.9299
H 0.4551 0.4836 2.9780
H -3.9244 0.5746 -1.3340
H -3.3291 2.1052 -0.5618
H 0.7634 0.4258 0.6970
H -0.9579 2.1225 -0.1005

[2]
C8H19O3 | the ωB97M-V functional and the def2-TZVPD basis

Properties
DFT total energy ... -541.79510 a.u.
Orbital gap (spin up / spin down) ... 0.3261 / 0.3614 Ha
E_HOMO (spin up / spin down) ... -7.91 / -9.13 eV
2S+1 ... 2
Energy relative to the best compared isomer or geometry (same formula, charge and spin) ... 0.00 kJ/mol

Atoms and positions in Å:
C 1.9846 -0.6740 -2.3831
O 0.6161 -0.9571 -2.2596
C 0.3550 -2.0169 -1.3685
C -1.1008 -2.2635 -1.2639
H 2.4363 -0.4354 -1.4037
H 2.5326 -1.5295 -2.8173
H 2.0908 0.1981 -3.0401
H 0.7601 -1.7752 -0.3677
H 0.8855 -2.9303 -1.7236
H -1.7489 -2.0540 -2.1160
H -1.4846 -2.8496 -0.4289
O -0.7687 -0.1122 0.8196
C -1.6849 0.6838 0.1075
C -1.3085 2.1522 -0.0286
O -0.1810 2.3839 -0.8403
C 1.0617 2.1893 -0.2058
H -2.6871 0.6213 0.5737
H -1.7570 0.2466 -0.8995
H -2.1552 2.6661 -0.5080
H -1.1654 2.6177 0.9639
H 1.8426 2.5144 -0.9044
H 1.1333 2.7874 0.7197
H 1.2245 1.1311 0.0498
C -0.7409 0.1069 2.2539
C 0.3319 -0.7671 2.8604
H -0.5469 1.1665 2.4972
H -1.7382 -0.1353 2.6654
H 1.3256 -0.4511 2.5154
H 0.1840 -1.8181 2.5755
H 0.3036 -0.6959 3.9569

[3]
C8H19O3PSZn | the ωB97M-V functional and the def2-TZVPD basis

Properties
Net charge ... +2
DFT total energy ... -3060.00422 a.u.
Orbital gap ... 0.0962 Ha
E_HOMO ... -14.06 eV
Energy relative to the best compared isomer or geometry (same formula, charge and spin) ... 44.61 kJ/mol

Atoms and positions in Å:
C 3.7492 -0.7378 0.8320
C 2.2581 -0.3640 1.0602
P 1.2916 -0.7934 -0.3339
C 1.7910 -0.2123 -1.9196
O 1.2891 -2.3425 -0.4280
S -0.2689 -2.9598 -0.4567
O -0.8277 -2.5707 -1.7018
O -0.5648 -1.6570 0.5745
C -1.9791 -1.2244 0.5743
C -2.3262 -0.0195 -0.2514
C -1.7459 1.3588 0.1191
C -0.8709 1.9874 -0.9738
C -1.0788 1.4200 1.5002
H 4.0577 -0.6990 -0.2067
H 3.9386 -1.7322 1.2217
H 4.3348 -0.0040 1.3754
H 2.1295 0.6983 1.2684
H 1.8321 -0.8925 1.9139
H 1.4167 0.7827 -2.1265
H 1.3606 -0.9048 -2.6444
H 2.8808 -0.2683 -1.9720
H -2.5520 -2.0663 0.1851
H -2.2777 -1.1125 1.6111
H -3.4466 0.0225 -0.1464
H -2.1652 -0.2634 -1.3023
H -2.6084 2.0218 0.1908
H -0.9195 1.4248 -1.9049
H -1.1888 2.9999 -1.2044
H 0.1769 2.0584 -0.6581
H -0.0171 1.2332 1.4433
H -1.5418 0.7696 2.2355
H -1.1679 2.4304 1.8950
Zn -4.9594 1.6166 0.2304